Record 1
This record from the OMol25 dataset describes a 2-piece molecular cluster, C10H16Br3N3O6P overall in a non-equilibrium geometry. The level of theory is ωB97M-V with the def2-TZVPD basis set.

Orbital gap ... 1.89 eV
Lowest unoccupied orbital energy ... 0.453 eV
Charge ... -1

The geometry in XYZ format:
```
39
C10H16Br3N3O6P (ωB97M-V with the def2-TZVPD basis set)
C 0.53 1.54 1.37
C 1.56 1.74 0.27
Br 3.25 2.49 0.84
C 1.30 1.45 -0.99
Br 2.70 1.78 -2.36
N 0.03 0.97 -1.32
C -1.01 2.00 -1.48
C -0.24 -0.34 -1.51
N -1.60 -0.75 -1.76
C -1.86 -1.57 -0.53
C -3.35 -1.67 -0.14
O -3.63 -2.88 0.58
O -3.34 -2.70 1.93
C -1.10 -2.90 -0.75
C 0.40 -2.68 -1.09
P 1.50 -3.23 0.34
O 1.47 -1.99 1.45
Br 3.56 -3.25 -0.52
N 0.82 -1.27 -1.37
H 0.11 0.52 1.31
H 1.07 1.57 2.33
H -0.24 2.33 1.42
H -1.81 1.59 -2.11
H -0.54 2.80 -2.09
H -1.38 2.38 -0.52
H -1.57 -1.36 -2.57
H -1.33 -1.03 0.28
H -3.56 -0.84 0.57
H -4.07 -1.54 -0.96
H -2.40 -2.44 2.02
H -1.63 -3.48 -1.53
H -1.23 -3.51 0.17
H 0.67 -3.34 -1.93
H 0.84 -2.25 2.14
H 1.30 -1.31 -2.28
C 3.73 5.81 2.68
O 4.66 6.40 2.09
O 2.51 6.17 2.62
O 3.89 4.77 3.41
```

***

Record 2
This record from the OMol25 dataset describes a 10-piece molecular cluster, C11H8BrCl36NO3P3 overall in a non-equilibrium geometry. The level of theory is ωB97M-V with the def2-TZVPD basis set.

Orbital gap ... 8.13 eV
Lowest unoccupied orbital energy ... -4.187 eV
Charge ... +1

The geometry in XYZ format:
```
63
C11H8BrCl36NO3P3 (ωB97M-V with the def2-TZVPD basis set)
N 2.56 1.24 3.02
C 1.64 2.00 2.55
C 0.17 2.06 3.14
P -0.99 1.55 1.77
P -1.79 -0.51 1.90
O -2.06 -0.93 3.51
O -0.63 -1.60 1.29
P -2.63 3.00 1.44
O -4.00 2.50 2.27
Br -3.09 2.73 -0.76
H 3.39 1.42 2.44
H 1.87 2.66 1.68
H 0.10 1.45 4.07
H 0.02 3.14 3.41
H -0.21 1.58 0.57
H -2.78 -1.58 3.46
H 0.07 -1.09 0.86
H -4.15 3.18 2.95
C 0.73 -3.50 -2.00
Cl 0.93 -1.74 -2.00
Cl -0.93 -3.91 -2.48
Cl 1.87 -4.22 -3.15
Cl 1.05 -4.14 -0.38
C 0.27 -6.40 -6.13
Cl 0.56 -4.68 -6.46
Cl -0.98 -6.56 -4.88
Cl -0.26 -7.20 -7.64
Cl 1.76 -7.16 -5.56
C 1.57 -1.22 5.92
Cl 2.10 0.42 6.37
Cl 2.90 -2.36 6.20
Cl 0.18 -1.69 6.91
Cl 1.11 -1.27 4.20
C 3.11 4.47 5.98
Cl 3.28 6.19 5.59
Cl 1.93 4.28 7.29
Cl 2.55 3.59 4.55
Cl 4.67 3.82 6.49
C 3.86 -5.72 4.15
Cl 2.76 -5.16 2.89
Cl 4.67 -7.20 3.61
Cl 5.07 -4.46 4.46
Cl 2.95 -6.05 5.64
C -2.66 7.30 2.15
Cl -4.10 7.77 3.05
Cl -2.16 8.62 1.08
Cl -1.34 6.93 3.28
Cl -3.02 5.84 1.19
C -3.29 8.25 -2.93
Cl -2.06 9.45 -2.48
Cl -4.88 9.03 -2.99
Cl -2.90 7.57 -4.52
Cl -3.32 6.95 -1.73
C -4.59 -5.87 -7.03
Cl -2.98 -6.43 -7.49
Cl -5.58 -5.63 -8.48
Cl -5.36 -7.08 -5.98
Cl -4.45 -4.33 -6.15
C 3.50 -1.86 -8.02
Cl 4.10 -3.44 -8.54
Cl 2.19 -1.34 -9.08
Cl 2.89 -1.99 -6.35
Cl 4.82 -0.68 -8.08
```

***

Record 3
This record from the OMol25 dataset describes a 2-piece molecular cluster, C18H23N2O3PS overall in a non-equilibrium geometry. The level of theory is ωB97M-V with the def2-TZVPD basis set.

Orbital gap ... 7.22 eV
Lowest unoccupied orbital energy ... 0.080 eV

The geometry in XYZ format:
```
48
C18H23N2O3PS (ωB97M-V with the def2-TZVPD basis set)
C -3.18 3.28 -2.17
C -2.36 2.27 -2.73
H -1.34 2.63 -3.07
H -2.73 1.80 -3.59
O -2.06 1.24 -1.66
P -1.33 1.15 -0.30
S 0.19 2.19 -0.53
O -2.44 1.78 0.45
C -2.28 2.50 1.65
C -3.52 3.56 1.78
H -3.40 3.96 2.50
H -4.32 3.00 1.58
H -3.35 4.36 1.08
H -2.48 1.77 2.45
H -1.30 3.04 1.67
N -1.34 -0.66 -0.26
N -0.30 -1.09 0.53
C 0.15 -0.45 1.47
O -0.45 0.77 1.48
C 1.25 -0.94 2.21
C 2.63 -1.19 1.68
C 3.55 -1.80 2.47
C 3.38 -1.63 3.79
C 2.14 -1.32 4.43
C 1.34 -0.64 3.42
H 0.18 -0.37 3.99
H 2.08 -1.06 5.69
H 4.23 -1.83 4.37
H 4.50 -2.01 2.15
H 2.60 -1.24 0.66
C 0.27 -2.37 -0.23
C 1.16 -2.21 -1.38
C 1.51 -1.07 -1.88
C 2.32 -0.98 -2.88
C 2.56 -2.17 -3.66
C 1.99 -3.42 -3.48
C 1.40 -3.30 -2.16
H 0.72 -4.57 -1.75
H 2.24 -4.31 -3.88
H 3.14 -2.29 -4.73
H 2.50 -0.10 -3.26
H 1.30 -0.43 -1.31
H -0.59 -3.11 -0.22
H 0.86 -2.86 0.83
H -1.24 -0.93 -1.32
H -3.36 4.17 -2.93
H -2.64 3.84 -1.26
H -4.16 3.03 -1.68
```

***

Record 4
This record from the OMol25 dataset describes an isolated ion of composition C4H12N3 and charge +1 in a non-equilibrium geometry. The level of theory is ωB97M-V with the def2-TZVPD basis set.

Orbital gap ... 10.76 eV
Lowest unoccupied orbital energy ... -3.194 eV
SMILES string ... N/C=[NH+]\CCCN
Charge ... +1

The geometry in XYZ format:
```
19
C4H12N3 (ωB97M-V with the def2-TZVPD basis set)
N -0.70 -0.61 -2.63
C -0.87 -0.97 -1.38
N -0.81 -0.16 -0.35
C -0.07 1.13 -0.41
C 0.49 1.42 1.05
C 1.26 0.20 1.56
N 0.41 -0.92 2.01
H -0.89 -1.28 -3.36
H -0.28 0.24 -2.95
H -1.26 -1.96 -1.21
H -0.64 -0.67 0.55
H 0.77 1.10 -1.10
H -0.80 1.85 -0.78
H 1.13 2.28 0.87
H -0.29 1.72 1.75
H 2.09 0.50 2.20
H 1.74 -0.22 0.66
H 0.96 -1.77 2.04
H 0.17 -0.72 2.98
```

***

- Which of these has the lowest orbital gap?
  C10H16Br3N3O6P

***

- Which value of orbital gap does entry 2 give?
  8.13 eV

***

- Among the records above, which one has the lowest orbital gap?
  C10H16Br3N3O6P

***

Please write out number 4 again, unchanged.
This record from the OMol25 dataset describes an isolated ion of composition C4H12N3 and charge +1 in a non-equilibrium geometry. The level of theory is ωB97M-V with the def2-TZVPD basis set.

Orbital gap ... 10.76 eV
Lowest unoccupied orbital energy ... -3.194 eV
SMILES string ... N/C=[NH+]\CCCN
Charge ... +1

The geometry in XYZ format:
```
19
C4H12N3 (ωB97M-V with the def2-TZVPD basis set)
N -0.70 -0.61 -2.63
C -0.87 -0.97 -1.38
N -0.81 -0.16 -0.35
C -0.07 1.13 -0.41
C 0.49 1.42 1.05
C 1.26 0.20 1.56
N 0.41 -0.92 2.01
H -0.89 -1.28 -3.36
H -0.28 0.24 -2.95
H -1.26 -1.96 -1.21
H -0.64 -0.67 0.55
H 0.77 1.10 -1.10
H -0.80 1.85 -0.78
H 1.13 2.28 0.87
H -0.29 1.72 1.75
H 2.09 0.50 2.20
H 1.74 -0.22 0.66
H 0.96 -1.77 2.04
H 0.17 -0.72 2.98
```